Model i:
The molecule CH4N2O3. Source: the OMol25 dataset; level of theory: wB97M-V/def2-TZVPD.

CARTESIAN COORDINATES (ANGSTROEM)
C  -0.047  -0.746  -0.474
N  0.519  0.297  -0.039
N  0.636  1.421  -1.303
O  -1.428  -0.400  1.818
O  -0.396  -1.785  0.276
O  -0.608  -1.503  1.701
H  -0.310  -1.099  -1.474
H  0.899  2.302  -0.885
H  1.593  1.182  -1.612
H  -0.859  0.330  1.993

molar mass: 92.05 g mol⁻¹
orbital gap: 11.14 eV
structure (SMILES): N/N=C/OOO
charge: 0

Atom charges from the Löwdin analysis, given in e for atoms 1 to 4:
1. C -0.311
2. N 0.057
3. N 0.025
4. O 0.008

Model ii:
The molecule CH4N2O3. Source: the OMol25 dataset; level of theory: wB97M-V/def2-TZVPD.

CARTESIAN COORDINATES (ANGSTROEM)
C  -1.036  -0.615  -0.049
N  0.015  0.229  0.287
N  1.339  -0.138  -0.039
O  1.501  -1.317  -0.184
O  2.082  0.753  -0.087
O  -0.256  1.697  0.072
H  -0.842  -1.384  -0.960
H  -1.165  -1.296  0.792
H  -2.036  -0.190  -0.225
H  0.399  2.262  0.391

molar mass: 92.05 g mol⁻¹
orbital gap: 10.62 eV
structure (SMILES): CN(O)[N+](=O)[O-]
charge: 0

Atom charges from the Löwdin analysis, given in e for atoms 1 to 4:
1. C -0.086
2. N -0.094
3. N -0.441
4. O 0.090

Model iii:
The molecule CH4N2O3. Source: the OMol25 dataset; level of theory: wB97M-V/def2-TZVPD.

CARTESIAN COORDINATES (ANGSTROEM)
C  -0.639  -0.321  0.367
H  0.987  0.295  -1.988
H  -1.254  -0.926  -1.529
H  0.306  0.254  1.963
H  1.963  1.344  0.371
N  -0.469  -0.468  -0.931
N  0.340  0.501  0.968
O  0.146  0.582  -1.674
O  -1.447  -0.890  1.047
O  1.642  0.399  0.467

molar mass: 92.05 g mol⁻¹
orbital gap: 10.51 eV
structure (SMILES): O=C(NO)NO
charge: 0

Atom charges from the Löwdin analysis, given in e for atoms 1 to 4:
1. C -0.606
2. H 0.079
3. H 0.205
4. H 0.142

The computed energies, referenced to the most stable structure and given in kcal/mol, are model i 100.4; model ii 66.1; model iii 0.0.

Model i:
A cluster of 2 separate species, C5H10FN in total. Source: the OMol25 dataset; level of theory: wB97M-V/def2-TZVPD.

CARTESIAN COORDINATES (ANGSTROEM)
C  -0.617  2.037  1.713
C  -0.005  1.606  0.645
C  0.942  1.737  -0.430
C  -0.021  -2.279  -1.358
C  -0.726  -0.753  0.498
N  0.309  -1.266  -0.333
F  -0.865  -1.259  1.773
H  -1.074  1.473  2.423
H  -0.747  3.211  1.854
H  0.752  2.624  -0.991
H  1.005  0.978  -1.164
H  1.813  1.607  0.046
H  -0.911  -2.965  -0.956
H  -0.366  -1.623  -2.225
H  0.964  -2.840  -1.507
H  -1.542  -0.582  -0.086
H  1.088  -1.707  0.097

molar mass: 103.14 g mol⁻¹
orbital gap (spin up / spin down): 7.99 / 8.07 eV
charge: 0

Atom charges from the Löwdin analysis, given in e for atoms 1 to 4:
1. C -0.045
2. C -0.135
3. C -0.109
4. C -0.125

Model ii:
A cluster of 2 separate species, C5H10FN in total. Source: the OMol25 dataset; level of theory: wB97M-V/def2-TZVPD.

CARTESIAN COORDINATES (ANGSTROEM)
C  -0.463  -0.880  1.457
C  0.494  -0.073  2.307
C  -0.592  1.084  -1.591
C  0.430  -0.059  -1.521
C  -0.007  -1.277  -0.724
N  -1.549  -1.367  1.778
F  -1.348  -1.636  -0.991
H  0.687  0.938  2.011
H  1.458  -0.487  1.943
H  0.179  -0.218  3.293
H  -1.484  0.770  -2.030
H  -0.833  1.428  -0.545
H  -0.156  1.862  -2.259
H  1.455  0.296  -1.425
H  0.475  -0.464  -2.612
H  0.567  -2.317  -0.672
H  -2.215  -1.844  1.142

molar mass: 103.14 g mol⁻¹
orbital gap: 8.83 eV
charge: 0

Atom charges from the Löwdin analysis, given in e for atoms 1 to 4:
1. C -0.245
2. C -0.065
3. C -0.111
4. C -0.266

The computed energies, referenced to the most stable structure and given in kcal/mol, are model i 53.3; model ii 0.0.

Model i:
A cluster of 10 separate species, C24H72N4O12 in total. Source: the OMol25 dataset; level of theory: wB97M-V/def2-TZVPD.

CARTESIAN COORDINATES (ANGSTROEM)
C  3.962  1.170  -3.775
O  5.161  1.846  -3.954
H  3.682  1.066  -2.727
H  3.114  1.739  -4.156
H  4.061  0.171  -4.200
H  6.017  1.514  -3.675
C  2.347  -2.323  2.914
O  2.743  -2.692  4.220
H  1.447  -1.711  2.852
H  3.157  -1.684  2.563
H  2.292  -3.268  2.374
H  3.313  -3.464  4.257
C  1.718  1.046  0.316
O  0.734  0.113  -0.027
H  1.378  2.011  0.692
H  2.161  0.630  1.221
H  2.454  0.973  -0.485
H  -0.146  0.257  0.329
C  -2.565  2.339  0.771
O  -1.609  2.438  -0.267
H  -2.799  1.319  1.075
H  -2.230  2.845  1.676
H  -3.526  2.655  0.365
H  -1.866  1.878  -1.003
C  -4.405  -1.259  0.010
C  -3.324  -2.334  -0.199
C  -3.322  -2.871  -1.680
O  -3.692  -1.921  -2.617
C  -3.898  -2.292  -4.015
N  -2.078  -1.623  -0.031
H  -4.381  -0.390  -0.647
H  -4.452  -0.919  1.044
H  -5.330  -1.829  -0.081
H  -3.445  -3.204  0.447
H  -3.961  -3.750  -1.755
H  -2.290  -3.107  -1.941
H  -2.948  -2.392  -4.539
H  -4.425  -1.432  -4.428
H  -4.590  -3.081  -4.309
H  -2.013  -0.835  -0.659
H  -1.205  -2.114  -0.161
C  -1.759  -2.227  6.009
C  -1.934  -0.726  6.466
C  -1.233  0.397  5.713
O  -1.766  0.754  4.462
C  -1.607  -0.185  3.413
N  -3.315  -0.415  6.664
H  -2.613  -2.810  5.666
H  -1.286  -2.853  6.766
H  -1.245  -2.360  5.057
H  -1.432  -0.642  7.430
H  -0.175  0.207  5.537
H  -1.453  1.331  6.231
H  -0.558  -0.414  3.225
H  -1.810  0.349  2.484
H  -2.277  -1.042  3.478
H  -3.459  0.412  7.225
H  -3.665  -0.105  5.769
C  1.342  -2.138  -2.386
C  2.043  -3.153  -1.457
C  1.055  -4.192  -0.888
O  0.082  -3.563  -0.081
C  -0.599  -4.453  0.802
N  2.985  -3.912  -2.229
H  1.958  -1.245  -2.486
H  0.423  -1.708  -1.989
H  0.953  -2.662  -3.259
H  2.451  -2.558  -0.639
H  1.428  -4.958  -0.209
H  0.590  -4.655  -1.759
H  -1.501  -4.045  1.259
H  0.024  -4.699  1.661
H  -0.849  -5.351  0.237
H  2.536  -4.510  -2.907
H  3.407  -4.562  -1.581
C  -0.209  1.190  -3.744
C  -1.525  1.804  -3.603
C  -2.284  2.036  -4.937
O  -3.560  2.654  -4.748
C  -4.406  2.704  -5.922
N  -2.286  0.989  -2.684
H  -0.249  0.303  -4.376
H  0.267  0.901  -2.807
H  0.451  1.766  -4.393
H  -1.459  2.805  -3.177
H  -2.323  1.051  -5.402
H  -1.608  2.570  -5.605
H  -4.023  3.465  -6.602
H  -5.460  2.791  -5.660
H  -4.356  1.714  -6.376
H  -2.189  0.014  -2.928
H  -3.217  1.346  -2.845
C  3.609  4.835  -0.259
C  3.677  3.667  -1.258
O  4.375  4.038  -2.448
O  2.873  4.520  0.882
H  3.286  5.693  -0.848
H  4.631  5.120  -0.009
H  2.679  3.436  -1.632
H  4.083  2.747  -0.837
H  4.489  3.313  -3.066
H  3.403  3.980  1.472
C  4.382  2.028  3.294
C  3.092  2.580  3.940
O  3.403  3.765  4.585
O  4.789  2.887  2.231
H  4.197  1.044  2.862
H  5.260  2.045  3.941
H  2.658  1.851  4.625
H  2.340  2.727  3.164
H  3.668  4.321  3.848
H  5.564  2.478  1.839

molar mass: 608.86 g mol⁻¹
orbital gap: 9.08 eV
structure (SMILES): COC[C@H](C)N.COC[C@H](C)N.COC[C@H](C)N.COC[C@H](C)N.OCCO.OCCO.CO.CO.CO.CO
charge: 0

Atom charges from the Löwdin analysis, given in e for atoms 1 to 4:
1. C -0.160
2. O -0.115
3. H 0.061
4. H 0.088

Model ii:
A cluster of 12 separate species, C24H72N4O12 in total. Source: the OMol25 dataset; level of theory: wB97M-V/def2-TZVPD.

CARTESIAN COORDINATES (ANGSTROEM)
C  14.690  33.944  -1.803
O  14.708  33.121  -0.696
H  13.715  33.833  -2.240
H  15.476  33.709  -2.570
H  14.801  34.975  -1.394
H  13.957  33.273  -0.152
C  13.567  28.867  3.367
O  14.956  28.622  3.478
H  12.959  28.336  4.081
H  13.339  28.583  2.316
H  13.360  29.924  3.414
H  15.270  28.874  4.377
C  8.592  35.590  2.784
O  7.756  34.440  2.654
H  9.576  35.269  3.136
H  8.116  36.166  3.547
H  8.643  36.136  1.863
H  6.817  34.764  2.528
C  9.629  32.196  1.966
O  9.374  33.019  0.857
H  9.971  32.779  2.799
H  10.489  31.598  1.709
H  8.846  31.565  2.356
H  8.739  33.710  1.120
C  10.898  34.138  -2.254
O  11.008  35.459  -1.778
N  10.504  33.120  -1.594
N  11.270  33.783  -3.479
H  10.211  33.139  -0.582
H  10.474  32.193  -2.033
H  11.536  34.465  -4.154
H  11.567  32.796  -3.686
C  14.466  29.766  6.410
O  15.118  28.654  6.122
N  13.577  29.926  7.325
N  14.636  30.909  5.857
H  13.395  29.135  7.995
H  12.890  30.714  7.383
H  15.449  30.925  5.176
H  14.112  31.808  6.004
C  14.789  30.017  0.173
C  16.065  30.397  0.886
C  17.175  29.331  0.897
O  16.589  31.425  0.428
H  14.325  29.204  0.676
H  15.001  29.737  -0.840
H  14.056  30.738  0.119
H  15.725  30.479  1.919
H  16.912  28.491  1.480
H  18.099  29.706  1.228
H  17.371  28.914  -0.111
H  15.986  32.180  0.170
C  13.268  32.384  2.417
C  12.836  33.683  1.957
C  13.974  34.690  2.079
O  12.440  33.685  0.770
H  14.128  32.134  1.765
H  12.602  31.632  2.107
H  13.569  32.282  3.484
H  11.945  33.970  2.545
H  14.898  34.311  1.611
H  14.219  34.869  3.084
H  13.751  35.584  1.502
H  11.976  34.553  0.732
C  17.089  32.677  4.669
C  17.630  31.362  4.095
C  19.025  31.059  4.346
O  16.952  30.332  4.354
H  17.737  33.535  4.477
H  16.978  32.644  5.737
H  16.126  32.855  4.235
H  17.610  31.454  3.015
H  19.712  31.806  3.880
H  19.235  30.061  3.903
H  19.202  30.984  5.386
H  17.409  29.553  4.027
C  13.731  33.678  6.474
C  12.254  33.477  6.636
C  11.477  33.566  5.251
O  11.977  32.354  7.128
H  13.855  34.748  6.307
H  14.156  33.193  5.587
H  14.365  33.369  7.326
H  11.861  34.179  7.371
H  11.515  34.602  4.820
H  10.415  33.207  5.422
H  11.878  32.852  4.542
H  11.112  32.454  7.510
C  9.229  29.136  1.197
C  10.240  28.674  0.233
C  11.146  29.853  -0.102
O  10.991  27.740  0.580
H  8.466  28.329  1.353
H  8.620  29.958  0.926
H  9.748  29.357  2.171
H  9.698  28.315  -0.666
H  11.744  30.011  0.755
H  10.683  30.761  -0.289
H  11.714  29.677  -0.976
H  11.616  27.686  -0.150
C  10.799  30.455  4.506
C  10.148  29.404  5.386
C  9.927  30.005  6.772
O  9.008  29.133  4.989
H  11.657  30.860  5.082
H  10.074  31.276  4.516
H  11.053  30.086  3.559
H  10.808  28.636  5.485
H  9.223  30.838  6.833
H  10.814  30.254  7.239
H  9.433  29.288  7.394
H  9.059  28.515  4.226

molar mass: 608.86 g mol⁻¹
orbital gap: 8.61 eV
structure (SMILES): NC(N)=O.NC(N)=O.CC(C)O.CC(C)O.CC(C)O.CC(C)O.CC(C)O.CC(C)O.CO.CO.CO.CO
charge: 0

Atom charges from the Löwdin analysis, given in e for atoms 1 to 4:
1. C -0.124
2. O -0.143
3. H 0.052
4. H 0.105

The computed energies, referenced to the most stable structure and given in kcal/mol, are model i 0.0; model ii 22.8.